{"formula": "CH5NO3", "method": "ωB97M-V with the def2-TZVPD basis set", "species": ["N", "C", "O", "O", "H", "H", "H", "H", "H", "O"], "xyz": [[0.6097, -0.6818, 0.7271], [0.9857, 0.7847, 0.5991], [1.5500, 1.1308, -0.7195], [0.9185, 1.5818, 1.5138], [1.2291, -1.4854, 0.6803], [0.0030, -0.8406, 1.6204], [1.5043, 2.1165, -0.4957], [-4.0010, -1.7916, -2.1601], [-2.3743, -2.1746, -1.9630], [-3.2864, -2.1825, -1.5901]], "orbital_gap_ev": 11.02, "smiles": "NC(=O)O.O", "charge": 0, "e_tot_ev": -8750.0629, "largest_force_ha_per_bohr": 0.0954}